C31H56BBrO13 | ωB97M-V/def2-TZVPD

Positions of all 102 atoms, in Å:
Br 0.197 -0.107 10.178
B 1.275 -1.443 9.309
C 0.862 -1.980 7.885
O 1.958 -1.751 6.976
C 1.669 -0.726 6.077
C 1.351 -1.085 4.776
C 1.032 -0.096 3.852
C 1.035 1.231 4.261
C 1.379 1.591 5.555
C 1.703 0.603 6.478
H 2.261 -1.863 9.813
H -0.057 -1.533 7.512
H 0.676 -3.056 7.978
H 1.344 -2.128 4.500
H 0.788 -0.353 2.832
H 0.759 2.010 3.565
H 1.386 2.624 5.869
H 1.973 0.815 7.502
C 2.859 4.041 -0.429
C 1.749 5.044 -0.191
O 0.827 4.579 0.809
C 1.048 4.690 2.121
C 2.388 5.178 2.621
O 0.184 4.345 2.886
H 3.454 3.875 0.471
H 3.520 4.386 -1.216
H 2.440 3.075 -0.714
H 2.116 6.036 0.061
H 1.158 5.154 -1.096
H 2.979 4.314 2.924
H 2.217 5.813 3.487
H 2.953 5.759 1.895
C 0.621 -3.416 -1.157
C 0.130 -2.528 -0.035
O 0.882 -1.315 0.083
C 0.681 -0.240 -0.698
C -0.238 -0.351 -1.893
O 1.277 0.775 -0.454
H 0.532 -2.929 -2.126
H 0.039 -4.337 -1.184
H 1.675 -3.665 -1.021
H -0.934 -2.305 -0.126
H 0.261 -3.035 0.920
H 0.368 -0.483 -2.788
H -0.797 0.579 -1.975
H -0.958 -1.163 -1.832
C -6.008 -2.167 -1.331
C -4.594 -1.809 -0.938
O -3.840 -2.963 -0.534
C -3.231 -3.791 -1.394
C -3.450 -3.630 -2.879
O -2.546 -4.677 -0.951
H -6.035 -2.841 -2.191
H -6.571 -1.268 -1.585
H -6.506 -2.672 -0.512
H -4.061 -1.260 -1.718
H -4.621 -1.167 -0.064
H -4.178 -4.372 -3.207
H -2.500 -3.805 -3.379
H -3.791 -2.642 -3.178
C -3.240 -1.093 4.485
C -4.527 -0.340 4.218
O -5.059 -0.626 2.919
C -5.788 -1.716 2.635
C -5.941 -2.812 3.662
O -6.260 -1.814 1.533
H -3.390 -2.172 4.464
H -2.837 -0.821 5.461
H -2.500 -0.855 3.721
H -5.283 -0.516 4.986
H -4.330 0.730 4.212
H -5.244 -3.613 3.416
H -6.957 -3.195 3.599
H -5.773 -2.494 4.687
C -0.164 -5.086 -8.269
C 0.919 -5.019 -7.212
O 0.616 -4.064 -6.191
C -0.204 -4.321 -5.159
C -1.004 -5.603 -5.132
O -0.319 -3.495 -4.293
H -1.119 -5.404 -7.851
H 0.115 -5.788 -9.055
H -0.317 -4.103 -8.713
H 1.135 -5.993 -6.772
H 1.846 -4.666 -7.661
H -2.020 -5.385 -5.458
H -1.032 -5.964 -4.105
H -0.596 -6.401 -5.747
C 6.120 6.265 -5.209
C 5.021 7.265 -4.917
O 4.124 6.800 -3.905
C 4.383 6.887 -2.590
C 5.749 7.327 -2.118
O 3.527 6.561 -1.811
H 6.743 6.079 -4.334
H 6.761 6.627 -6.013
H 5.689 5.309 -5.505
H 5.411 8.251 -4.658
H 4.402 7.397 -5.802
H 6.320 6.443 -1.838
H 5.618 7.956 -1.240
H 6.314 7.900 -2.848

- F_max: 0.6 eV/Å
- Frontier orbital gap: 8.9 eV
- SMILES string: BrBCOc1ccccc1.CCOC(C)=O.CCOC(C)=O.CCOC(C)=O.CCOC(C)=O.CCOC(C)=O.CCOC(C)=O
- Energy: -4791.81198 hartree
- Charge: 0
- Multiplicity: 1

***

C2H12O5 | ωB97M-V/def2-TZVPD

Positions of all 19 atoms, in Å:
C -2.437 -0.939 -0.606
C -1.916 -0.660 0.575
O -0.975 0.309 0.755
H -3.316 -1.563 -0.647
H -1.991 -0.724 -1.563
H -2.294 -1.206 1.432
H -0.270 -0.084 1.313
O 1.745 2.316 1.021
H 2.340 2.851 0.489
H 1.759 1.442 0.606
O 0.734 -1.864 1.730
H 1.541 -1.658 1.229
H 1.119 -2.144 2.570
O 1.738 -0.190 -0.557
H 2.366 -0.405 -1.255
H 0.926 0.030 -1.041
O -0.089 0.801 -2.708
H -0.851 0.984 -2.147
H -0.422 0.512 -3.567

- F_max: 1.1 eV/Å
- Frontier orbital gap: 9.5 eV
- SMILES string: C=CO.O.O.O.O
- Energy: -459.56808 hartree
- Relative energy (zero: lowest compared OMol25 entry of this formula, charge and spin): 67.3 kJ/mol
- Charge: 0
- Multiplicity: 1

***

C4H11NO2 | ωB97M-V/def2-TZVPD

Positions of all 18 atoms, in Å:
C -0.431 -1.748 0.574
C -0.443 -0.534 -0.321
O 0.136 -0.766 -1.576
C -1.538 0.346 -0.296
O -2.781 -0.011 0.233
H -1.165 -2.475 0.224
H 0.556 -2.224 0.571
H -0.691 -1.477 1.600
H 0.699 -1.555 -1.542
H -1.663 0.996 -1.162
H -2.695 -0.319 1.143
C 1.657 1.755 -0.306
N 1.083 0.821 0.663
H 1.786 1.268 -1.273
H 2.629 2.120 0.030
H 0.968 2.587 -0.455
H 1.732 0.067 0.877
H 0.161 1.149 1.017

- F_max: 4.6 eV/Å
- Frontier orbital gap: 7.3 eV
- SMILES string: C/C(O)=C\O.CN
- Energy: -364.10975 hartree
- Relative energy (zero: lowest compared OMol25 entry of this formula, charge and spin): 415.9 kJ/mol
- Charge: 0
- Multiplicity: 1

***

C3H13N4 | ωB97M-V/def2-TZVPD

Positions of all 20 atoms, in Å:
C 0.171 2.904 -0.295
C 0.785 1.543 -0.573
N -0.260 0.497 -0.514
N 0.162 -0.845 -0.792
C -0.559 -1.777 0.145
N 0.097 -3.012 0.311
N -0.738 -1.040 1.394
H -0.574 3.160 -1.045
H -0.291 2.934 0.689
H 0.948 3.662 -0.325
H 1.546 1.308 0.175
H 1.242 1.522 -1.565
H -0.665 0.367 0.495
H -1.016 0.741 -1.169
H 1.168 -0.924 -0.651
H -1.543 -1.950 -0.308
H 0.025 -3.627 -0.485
H 1.060 -2.937 0.613
H 0.033 -1.220 2.031
H -1.590 -1.307 1.870

- F_max: 0.7 eV/Å
- Frontier orbital gap: 11.3 eV
- SMILES string: CC[NH2+]NC(N)N
- Energy: -340.86369 hartree
- Relative energy (zero: lowest compared OMol25 entry of this formula, charge and spin): 209.5 kJ/mol
- Charge: +1
- Multiplicity: 1

***

no.,HOMO energy (eV)
1,-8.611
2,-9.067
3,-6.697
4,-14.051